# 1
Density functional theory data (ωB97M-V/def2-TZVPD) for a molecular structure, C31H41Cl3N3O7P2Pd.

XYZ file:
```
88
Properties=species:S:1:pos:R:3
Pd -0.81448 -0.34372 -0.08329
Cl -7.51442 -0.66250 2.24072
C -6.03576 -0.16687 1.56356
C -5.15568 -1.17140 1.07685
C -3.98411 -0.82586 0.47335
Cl -2.92841 -2.07387 -0.11360
C -3.59899 0.54437 0.33855
O -2.48709 0.94489 -0.05747
C -4.62018 1.51926 0.78188
Cl -4.24865 3.15435 0.56017
C -5.77940 1.18046 1.37448
H -5.40380 -2.17167 1.10719
H -6.50859 1.90067 1.67054
C 0.16759 -1.43849 6.15719
C 1.06725 -0.55971 5.28663
C 2.53238 -0.83633 5.31983
O 0.67178 -0.88517 3.91982
P -0.30932 -0.05095 3.10487
O -0.93424 -0.78070 2.00595
C 0.53322 1.46956 2.49334
P 1.69483 1.07923 1.18521
O 0.92401 0.88096 -0.09348
O 2.69493 2.19559 0.90590
C 3.81189 2.91517 1.50084
C 3.68165 2.92189 2.97492
C 5.15028 2.24423 1.10542
O 2.31593 -0.28127 1.64696
C 3.14786 -1.20492 0.82267
C 2.19193 -2.01632 0.03574
C 3.88869 -2.02180 1.83800
O -1.35842 0.48995 4.11061
C -2.80331 0.73876 3.89260
C -3.08453 2.18148 4.24802
C -3.69332 -0.14009 4.79583
H 0.63352 -1.65336 7.16106
H 0.09461 -2.41969 5.64981
H -0.75267 -0.91742 6.34071
H 0.83119 0.50553 5.51927
H 2.71348 -1.94895 5.10529
H 3.00062 -0.65611 6.24094
H 3.07307 -0.19956 4.65452
H 0.97946 1.87789 3.38053
H -0.22387 2.19004 2.10000
H 3.68312 3.88279 1.08695
H 3.61857 1.87604 3.33378
H 2.79487 3.45905 3.31891
H 4.50670 3.35541 3.47494
H 5.22323 1.24890 1.54575
H 5.99886 2.75703 1.56966
H 5.23226 2.18548 -0.03154
H 3.77802 -0.53435 0.15471
H 1.62993 -2.64462 0.79681
H 2.68915 -2.77256 -0.49121
H 1.44412 -1.48548 -0.60233
H 3.12059 -2.52225 2.38142
H 4.47564 -1.33025 2.48744
H 4.57100 -2.73868 1.35364
H -3.05197 0.53505 2.85715
H -2.81854 2.46454 5.26856
H -4.14067 2.21144 4.11265
H -2.68300 2.85660 3.50356
H -3.51844 0.15252 5.79580
H -3.56166 -1.19713 4.75524
H -4.75208 0.08020 4.60092
N -0.84934 -1.46980 -7.36697
C -0.33844 -1.21206 -8.63789
C -0.55097 -1.80390 -9.86335
C 0.28322 -1.37115 -10.91540
C 1.31094 -0.34482 -10.78185
C 1.39072 0.25758 -9.50186
C 0.57627 -0.20294 -8.43147
N 0.60514 0.15415 -7.17444
C -0.26941 -0.58893 -6.54636
C -0.37708 -0.57379 -5.09833
C -1.04446 -1.56341 -4.30012
C -1.25704 -1.41788 -2.96336
N -0.65860 -0.46823 -2.26937
C 0.05560 0.47775 -2.94786
C 0.18444 0.44489 -4.33453
H -1.51710 -2.20962 -7.09959
H -1.27036 -2.56479 -10.07214
H 0.17702 -1.79995 -11.86487
H 1.80258 -0.03158 -11.64002
H 2.18261 1.01013 -9.37642
H -1.53788 -2.39144 -4.82485
H -1.80622 -2.16826 -2.39953
H 0.39071 1.28693 -2.35644
H 0.71711 1.20388 -4.84768
```

strongest force on any atom: 5.1 eV/A
energy above the lowest of the compared OMol25 structures with the same formula, charge and spin: 0.00 kcal per mole
E_HOMO (alpha / beta): -15.86 / -16.89 eV
HOMO-LUMO gap (alpha / beta): 7.5614 / 5.9441 eV
net charge: +3
E: -111218.35259 eV
multiplicity: 5

# 2
Density functional theory data (ωB97M-V/def2-TZVPD) for a single CH3N3O2S molecule.

XYZ file:
```
10
Properties=species:S:1:pos:R:3
C 0.79625 -0.14928 0.70038
N 0.62762 0.31618 1.86521
N -0.76798 -3.18059 1.92752
N 1.23526 0.61360 -0.31316
O 0.65692 -1.50797 0.54352
O 0.36466 -0.70259 2.74139
S 0.49503 -2.32172 1.99602
H -1.45728 -2.71384 1.31831
H 1.13643 1.54737 -0.09316
H 1.10026 0.35216 -1.24140
```

strongest force on any atom: 2.3 eV/A
energy above the lowest of the compared OMol25 structures with the same formula, charge and spin: 61.08 kcal per mole
E_HOMO: -8.90 eV
HOMO-LUMO gap: 9.4279 eV
net charge: 0
E: -20482.93037 eV

# 3
Density functional theory data (ωB97M-V/def2-TZVPD) for a molecular structure, As6CuF36.

XYZ file:
```
43
Properties=species:S:1:pos:R:3
Cu 3.05553 -25.23919 9.57031
As -0.64153 -24.06181 8.95180
F -2.26067 -23.56465 8.44822
F -0.01508 -23.19864 7.58546
F 0.98017 -24.61642 9.45746
F -1.36992 -24.83484 10.31556
F -0.79014 -25.49423 7.99717
F -0.38828 -22.64370 9.90640
As 2.05315 -24.14091 13.11489
F 2.43439 -24.96712 11.54686
F 3.71291 -23.67111 13.22822
F 1.69973 -23.36143 14.63783
F 0.41550 -24.64678 12.94199
F 2.39917 -25.64019 13.90118
F 1.73229 -22.68060 12.26310
As 4.87696 -21.76037 9.55600
F 3.66021 -20.95918 8.61019
F 3.73909 -23.11597 9.78229
F 6.09110 -22.53924 10.50174
F 5.96430 -20.40540 9.29475
F 4.23715 -21.00886 10.97712
F 5.48578 -22.54288 8.13903
As 1.38420 -28.77742 10.21342
F 2.16081 -27.20786 9.87020
F 2.07571 -28.75637 11.79370
F 0.60812 -30.33203 10.50454
F 0.75470 -28.79195 8.60262
F 2.81510 -29.58314 9.63571
F -0.01995 -27.98619 10.82079
As 3.12200 -24.65743 5.85823
F 2.88815 -25.28658 7.56403
F 3.03544 -23.07727 6.49746
F 3.38164 -24.07138 4.23084
F 3.27214 -26.29985 5.31584
F 1.43509 -24.78103 5.58661
F 4.82633 -24.67838 6.16862
As 6.26809 -26.65102 11.21821
F 7.76377 -27.29253 11.89860
F 7.09020 -26.37459 9.71321
F 4.76317 -25.99489 10.46749
F 5.41418 -26.96296 12.67541
F 6.70153 -25.07965 11.75095
F 5.83314 -28.23158 10.65909
```

strongest force on any atom: 1.4 eV/A
energy above the lowest of the compared OMol25 structures with the same formula, charge and spin: 7.59 kcal per mole
E_HOMO (alpha / beta): -2.94 / -2.94 eV
HOMO-LUMO gap (alpha / beta): 12.0878 / 9.2847 eV
net charge: -4
E: -507521.17312 eV
multiplicity: 2